The following is a DFT calculation (ωB97M-V/def2-TZVPD) of a 2-piece molecular cluster, C5H9NO overall.

Calculated values
DFT total energy = -8866.28704 eV
Highest occupied orbital energy = -7.803 eV
Charge = 0
Energy above the lowest of the compared OMol25 structures with the same formula, charge and spin = 2.9256 eV
SMILES string = CC(C)=C=O.C=N
Largest force on an atom = 0.78 eV/A

The geometry in XYZ format:
```
16
Properties=species:S:1:pos:R:3:forces:R:3:nbo_charge:R:1
C -0.374 -1.362 0.036 0.1 0.0 0.1 -0.6050
C -0.319 -0.035 -0.682 0.2 -0.1 -0.3 -0.3782
C -1.518 0.299 -1.546 -0.2 0.1 -0.1 -0.5844
C 0.719 0.738 -0.982 0.0 0.0 -0.6 0.7480
O 1.431 1.494 -1.528 -0.5 -0.4 0.5 -0.5043
H -0.543 -2.183 -0.680 0.0 0.3 0.1 0.2098
H -1.205 -1.387 0.753 0.0 0.1 -0.2 0.2023
H 0.520 -1.611 0.607 0.0 0.1 -0.2 0.2208
H -2.444 0.186 -0.969 0.1 -0.1 -0.1 0.2059
H -1.556 -0.354 -2.429 -0.2 0.1 0.2 0.1996
H -1.476 1.334 -1.891 -0.1 -0.1 0.0 0.2191
C 0.992 0.645 2.026 0.4 0.1 -0.1 -0.0138
N 1.827 0.551 1.079 -0.1 0.2 0.6 -0.6061
H -0.008 1.007 1.788 0.0 -0.2 -0.1 0.1771
H 1.177 0.385 3.069 0.2 0.1 0.0 0.1550
H 2.776 0.292 1.348 -0.2 -0.2 0.3 0.3542
```
Positions in Å, forces in eV/Å.